# C16H23NO2

An isolated molecule of C16H23NO2 (ωB97M-V/def2-TZVPD, OMol25).

Element x y z (Å)
O1 -3.40 0.42 0.01
H1 -0.70 1.62 -0.82
C1 4.51 -2.87 -2.33
H2 0.16 0.89 0.54
C2 0.91 -2.47 -0.01
C3 3.30 -2.29 -0.21
H3 -0.10 -3.19 -1.78
O2 -0.17 -2.30 0.81
H4 5.21 -3.54 -1.84
C4 2.15 -2.16 0.54
C5 3.25 -2.74 -1.53
C6 -1.47 -2.43 0.27
H5 4.30 -3.26 -3.33
H6 -3.46 3.10 1.23
C7 0.37 3.04 0.39
H7 -1.50 4.48 1.83
C8 -1.73 1.83 1.05
H8 -1.23 -0.37 2.13
H9 -1.71 -3.48 0.06
H10 -0.70 4.16 -1.10
H11 0.67 3.15 1.44
H12 1.28 2.97 -0.21
C9 2.01 -3.05 -2.07
N1 -2.09 -0.49 1.61
C10 -2.44 -1.85 1.30
C11 -0.44 1.76 0.23
H13 -2.40 -2.44 2.22
H14 4.99 -1.90 -2.44
H15 -1.55 -1.84 -0.66
H16 4.25 -2.05 0.23
C12 -0.45 4.25 -0.04
C13 -1.74 4.33 0.77
H17 -2.34 5.18 0.45
H18 1.94 -3.41 -3.09
H19 0.13 5.16 0.09
H20 -1.48 1.91 2.11
C14 -2.55 3.05 0.62
H21 -3.45 -1.86 0.89
C15 -2.50 0.54 0.82
C16 0.85 -2.93 -1.33
H22 2.19 -1.82 1.56
H23 -2.86 2.91 -0.42

* spin multiplicity: 1
* charge: 0
* ΔE to the lowest compared entry with this formula, charge and spin: 0.0 kJ/mol
* SMILES: Cc1ccc(OCCNC(=O)C2CCCCC2)cc1
* largest force on an atom: 0.696 eV Å⁻¹
* total energy: -22551.353 eV

In the Löwdin picture, each atom carries the following charge in e: number 1, O, carries 0.08; number 2, H, carries 0.13; number 3, C, carries -0.06; number 4, H, carries 0.11; number 5, C, carries -0.27; number 6, C, carries -0.05; number 7, H, carries 0.10; number 8, O, carries -0.06; number 9, H, carries 0.08; number 10, C, carries -0.01; number 11, C, carries -0.29; number 12, C, carries -0.18; number 13, H, carries 0.07; number 14, H, carries 0.12; number 15, C, carries -0.20; number 16, H, carries 0.11; number 17, C, carries -0.25; number 18, H, carries 0.14; number 19, H, carries 0.13; number 20, H, carries 0.11; number 21, H, carries 0.11; number 22, H, carries 0.11; number 23, C, carries -0.04; number 24, N, carries 0.07; number 25, C, carries -0.14; number 26, C, carries -0.15; number 27, H, carries 0.12; number 28, H, carries 0.08; number 29, H, carries 0.13; number 30, H, carries 0.11; number 31, C, carries -0.21; number 32, C, carries -0.20; number 33, H, carries 0.11; number 34, H, carries 0.11; number 35, H, carries 0.11; number 36, H, carries 0.15; number 37, C, carries -0.16; number 38, H, carries 0.13; number 39, C, carries -0.47; number 40, C, carries -0.02; number 41, H, carries 0.11; number 42, H, carries 0.12